Computed, not measured: a molecular structure, C7H4ClNdO6S, with ωB97M-V with the def2-TZVPD basis set.

Structure (XYZ):
```
20
Properties=species:S:1:pos:R:3
Nd 6.79 5.64 2.54
Cl 13.01 10.43 2.51
C 11.89 9.09 2.38
C 12.22 7.70 2.31
C 11.23 6.79 2.34
C 9.87 7.11 2.41
O 8.97 6.17 2.42
C 9.57 8.48 2.49
C 8.26 8.89 2.62
O 7.24 8.17 2.85
C 10.58 9.45 2.44
H 13.27 7.45 2.32
H 11.53 5.72 2.35
H 8.05 9.95 2.53
H 10.35 10.53 2.46
O 3.31 3.73 2.90
S 4.59 4.26 2.65
O 5.59 3.48 1.91
O 4.50 5.62 2.02
O 5.48 4.60 3.83
```

spin multiplicity	4
HOMO (alpha / beta)	-9.22 / -9.24	eV
F_max	0.070	hartree/bohr
LUMO energy (alpha / beta)	-1.234 / -1.201	eV
charge	0
molecular weight	395.863	g/mol
HOMO-LUMO gap (alpha / beta)	7.99 / 8.04	eV

Results of the Löwdin charge analysis, in e, for atoms 1 through 6: Nd 2.056; Cl 0.647; C -0.631; C -0.058; C -0.014; C -0.344



Computed, not measured: 2 unconnected molecules or ions with the total composition C10H8BrN3O, with ωB97M-V with the def2-TZVPD basis set.

Structure (XYZ):
```
23
Properties=species:S:1:pos:R:3
C 1.72 -0.50 -1.44
C 1.41 -1.04 1.08
C 1.11 -0.55 -0.21
C 0.83 0.15 -2.34
C -0.17 0.11 -0.31
C -0.55 -0.14 1.89
C -1.37 1.30 -1.97
C -3.23 0.08 0.68
C 0.99 0.28 -3.68
C -1.35 0.12 3.12
N 0.60 -0.82 2.08
N -0.99 0.29 0.72
N -0.32 0.58 -1.59
O -3.47 -0.84 1.30
Br -1.47 2.43 -3.44
H 2.69 -0.88 -1.71
H 2.30 -1.61 1.29
H -2.16 1.40 -1.25
H 0.27 0.72 -4.34
H 1.88 -0.12 -4.12
H -2.03 -0.71 3.30
H -0.68 0.20 3.97
H -1.93 1.03 3.00
```

energy above the lowest of the compared OMol25 structures with the same formula, charge and spin	3.5668	eV
spin multiplicity	1
HOMO (alpha / beta)	-7.27 / -7.12	eV
F_max	0.038	hartree/bohr
LUMO energy (alpha / beta)	-0.282 / -1.188	eV
charge	0
molecular weight	266.098	g/mol
HOMO-LUMO gap (alpha / beta)	6.99 / 5.93	eV

Results of the Löwdin charge analysis, in e, for atoms 1 through 6: C 0.025; C -0.060; C -0.138; C -0.271; C -0.197; C -0.381



Computed, not measured: a gas-phase ion, C4H5FNO3 (charge -1), with ωB97M-V with the def2-TZVPD basis set.

Structure (XYZ):
```
14
Properties=species:S:1:pos:R:3
C 0.94 -0.74 -0.14
C -1.56 0.01 -0.36
C 0.42 1.79 0.12
C -0.02 0.31 0.30
N 0.54 -2.01 0.24
O -1.98 0.91 -1.06
O 1.93 -0.62 -0.82
O -1.99 -1.08 -0.17
F -0.31 0.10 1.76
H 1.25 2.07 0.80
H 0.79 1.83 -0.99
H -0.57 2.24 0.27
H -0.43 -2.15 0.26
H 0.98 -2.68 -0.20
```

SMILES string	C[C@](F)(C(N)=O)C(=O)[O-]
energy above the lowest of the compared OMol25 structures with the same formula, charge and spin	0.2790	eV
spin multiplicity	1
HOMO	-4.75	eV
F_max	0.114	hartree/bohr
LUMO energy	4.006	eV
charge	-1
molecular weight	134.086	g/mol
HOMO-LUMO gap	8.76	eV

Results of the Löwdin charge analysis, in e, for atoms 1 through 6: C -0.475; C -0.701; C -0.029; C -0.268; N 0.182; O -0.014



Computed, not measured: a molecular structure, C28H77FeN8O10, with ωB97M-V with the def2-TZVPD basis set.

Structure (XYZ):
```
124
Properties=species:S:1:pos:R:3
Fe 2.94 1.35 1.02
N 0.28 0.18 -0.62
O -0.64 0.85 -1.07
O 1.24 0.72 0.00
O 0.35 -1.04 -0.84
C -0.08 -1.97 -3.70
C -1.54 -2.38 -3.63
C -1.75 -3.87 -3.63
O -1.14 -4.48 -4.75
C -1.74 -5.72 -5.06
N -2.22 -1.69 -2.50
H 0.59 -2.42 -2.97
H 0.03 -0.88 -3.64
H 0.36 -2.21 -4.68
H -1.99 -1.88 -4.49
H -2.82 -4.10 -3.57
H -1.24 -4.27 -2.74
H -1.08 -6.28 -5.72
H -2.76 -5.63 -5.42
H -1.71 -6.36 -4.16
H -1.68 -1.85 -1.66
H -2.04 -0.70 -2.56
C 1.29 -1.62 3.77
C 1.46 -0.43 2.81
C 1.26 0.95 3.41
O 1.56 1.99 2.45
C 1.37 3.27 3.10
N 2.82 -0.47 2.20
H 1.36 -2.62 3.33
H 0.28 -1.66 4.20
H 2.08 -1.54 4.51
H 0.72 -0.56 2.02
H 1.98 1.12 4.22
H 0.25 0.96 3.82
H 0.55 3.19 3.81
H 1.18 4.02 2.34
H 2.29 3.60 3.60
H 3.42 -0.79 2.96
H 2.80 -1.35 1.66
C -0.32 1.83 -4.45
C -0.24 2.89 -5.56
C 1.15 3.41 -5.71
O 1.16 4.56 -6.56
C 2.44 5.09 -6.86
N -0.64 2.36 -6.89
H -0.21 2.28 -3.46
H 0.42 1.04 -4.62
H -1.31 1.37 -4.39
H -1.02 3.60 -5.27
H 1.90 2.67 -6.00
H 1.45 3.75 -4.71
H 2.27 6.16 -6.97
H 2.78 4.57 -7.77
H 3.20 4.97 -6.08
H -1.60 2.03 -6.85
H -0.64 3.20 -7.46
C -3.43 3.18 5.26
C -3.54 4.00 3.99
C -3.50 3.10 2.73
O -2.14 2.71 2.64
C -1.82 1.78 1.62
N -4.81 4.73 4.07
H -3.30 3.88 6.08
H -2.70 2.36 5.21
H -4.30 2.53 5.40
H -2.67 4.67 3.98
H -3.75 3.68 1.83
H -4.13 2.20 2.79
H -1.96 2.30 0.67
H -2.53 0.95 1.61
H -0.78 1.47 1.65
H -5.00 5.29 3.25
H -4.75 5.38 4.84
C 0.90 -4.52 -0.46
C 1.82 -3.99 0.64
C 2.82 -5.00 1.18
O 2.15 -6.06 1.84
C 2.94 -7.25 1.91
N 2.44 -2.72 0.24
H 0.04 -3.88 -0.68
H 0.65 -5.57 -0.27
H 1.35 -4.51 -1.46
H 1.14 -3.77 1.48
H 3.49 -4.51 1.90
H 3.46 -5.34 0.36
H 2.56 -7.62 2.87
H 4.01 -7.13 2.08
H 2.80 -7.96 1.10
H 2.96 -2.76 -0.63
H 1.66 -2.12 -0.04
C 0.51 3.97 -0.42
C 1.87 3.54 -0.93
C 2.47 4.63 -1.83
O 3.74 4.15 -2.24
C 4.50 5.06 -3.00
N 2.90 3.25 0.11
H 0.10 3.41 0.41
H -0.19 3.97 -1.26
H 0.49 5.01 -0.07
H 1.65 2.76 -1.67
H 2.49 5.59 -1.30
H 1.84 4.83 -2.70
H 4.75 5.98 -2.47
H 3.93 5.38 -3.88
H 5.35 4.51 -3.40
H 3.74 3.53 -0.42
H 2.77 4.04 0.75
C -3.22 -4.43 5.68
C -2.36 -3.48 4.88
C -2.80 -3.26 3.43
O -1.88 -2.33 2.89
C -1.84 -2.11 1.49
N -2.42 -2.14 5.57
H -2.99 -5.44 5.33
H -4.29 -4.30 5.47
H -3.03 -4.37 6.74
H -1.31 -3.79 4.86
H -3.87 -3.05 3.30
H -2.60 -4.17 2.85
H -1.35 -1.14 1.38
H -2.85 -1.92 1.12
H -1.50 -2.97 0.92
H -3.42 -1.95 5.65
H -2.12 -1.46 4.88
```

energy above the lowest of the compared OMol25 structures with the same formula, charge and spin	0.9212	eV
spin multiplicity	5
HOMO (alpha / beta)	-10.67 / -10.67	eV
F_max	0.047	hartree/bohr
LUMO energy (alpha / beta)	-3.384 / -4.222	eV
charge	+1
molecular weight	741.815	g/mol
HOMO-LUMO gap (alpha / beta)	7.29 / 6.45	eV

Results of the Löwdin charge analysis, in e, for atoms 1 through 6: Fe 1.046; N -0.496; O 0.049; O -0.137; O -0.016; C -0.068



Computed, not measured: a molecular structure, C29H29AlFN7O3S, with ωB97M-V with the def2-TZVPD basis set.

Structure (XYZ):
```
71
Properties=species:S:1:pos:R:3
Al 0.03 -0.03 -0.10
N 1.04 2.05 3.55
C 0.54 1.45 2.48
S 1.59 0.43 1.54
N -0.73 1.67 2.20
N -1.16 1.08 1.09
C -2.42 1.14 0.78
C -3.45 1.78 1.63
C -3.54 3.16 1.75
C -4.51 3.72 2.56
C -5.40 2.91 3.26
C -5.30 1.53 3.15
C -4.34 0.96 2.33
C -2.76 0.47 -0.47
C -4.06 0.38 -0.97
C -4.27 -0.31 -2.15
C -3.19 -0.88 -2.81
C -1.93 -0.73 -2.27
N -1.72 -0.08 -1.12
H 2.01 1.95 3.78
H 0.45 2.67 4.09
H -2.84 3.80 1.22
H -4.59 4.80 2.64
H -6.15 3.35 3.89
H -5.99 0.89 3.69
H -4.26 -0.11 2.24
H -4.86 0.85 -0.43
H -5.27 -0.41 -2.55
H -3.32 -1.41 -3.74
H -1.05 -1.11 -2.77
C 4.34 -5.88 -2.00
C 3.08 -5.51 -2.77
N 2.22 -4.59 -2.01
C 2.42 -3.27 -2.15
C 1.69 -2.31 -1.50
C 2.04 -0.86 -1.79
O 3.10 -0.58 -2.29
O 1.08 -0.03 -1.49
C 0.68 -2.69 -0.60
O -0.03 -1.87 0.08
C 0.48 -4.11 -0.42
C -0.49 -4.57 0.48
C -0.64 -5.90 0.71
F -1.54 -6.29 1.63
C 0.15 -6.87 0.05
C 1.08 -6.41 -0.86
C 1.27 -5.05 -1.12
N 0.04 -8.26 0.28
C -1.21 -8.83 0.76
C -1.24 -10.32 0.41
N -0.08 -10.98 1.08
C 1.21 -10.39 0.59
C 1.20 -8.90 0.90
H 4.98 -6.50 -2.62
H 4.10 -6.42 -1.08
H 4.90 -4.98 -1.72
H 2.51 -6.39 -3.05
H 3.35 -5.01 -3.70
H 3.20 -2.96 -2.83
H -1.07 -3.84 1.03
H 1.66 -7.15 -1.39
H -2.05 -8.35 0.26
H -1.35 -8.72 1.84
H -1.14 -10.47 -0.66
H -2.17 -10.77 0.75
H -0.10 -11.99 0.95
H -0.15 -10.82 2.09
H 1.25 -10.56 -0.48
H 2.05 -10.88 1.08
H 2.12 -8.46 0.51
H 1.20 -8.75 1.99
```

energy above the lowest of the compared OMol25 structures with the same formula, charge and spin	0.0000	eV
spin multiplicity	1
HOMO	-12.31	eV
F_max	0.013	hartree/bohr
LUMO energy	-5.332	eV
charge	+2
molecular weight	601.644	g/mol
HOMO-LUMO gap	6.98	eV

Results of the Löwdin charge analysis, in e, for atoms 1 through 6: Al -0.018; N 0.120; C -0.780; S 0.858; N 0.046; N 0.006



Computed, not measured: 2 unconnected molecules or ions with the total composition C4H9NO, with ωB97M-V with the def2-TZVPD basis set.

Structure (XYZ):
```
15
Properties=species:S:1:pos:R:3
C 0.53 -1.45 1.09
C 0.19 -1.36 -0.20
O -0.90 1.22 2.13
C 0.45 -0.18 -1.07
C -0.59 0.81 -1.43
N 0.45 1.15 -0.46
H -1.03 0.26 2.19
H 0.33 -2.35 1.66
H 1.00 -0.62 1.61
H -0.29 -2.20 -0.69
H -0.38 1.32 1.31
H 1.20 -0.36 -1.84
H -1.59 0.74 -1.01
H -0.54 1.26 -2.42
H 1.16 1.75 -0.87
```

SMILES string	C=C[C@H]1CN1.O
energy above the lowest of the compared OMol25 structures with the same formula, charge and spin	2.4354	eV
spin multiplicity	1
HOMO	-9.94	eV
F_max	0.006	hartree/bohr
LUMO energy	0.886	eV
charge	0
molecular weight	87.122	g/mol
HOMO-LUMO gap	10.83	eV

Results of the Löwdin charge analysis, in e, for atoms 1 through 6: C 0.001; C -0.139; O -0.093; C -0.323; C -0.121; N 0.000



- Among the records above, which one has the lowest molecular weight?
  C4H9NO



- Among the records above, which one has the highest molecular weight?
  C28H77FeN8O10